Formula: C24H27N3O4S
Source: the Open Molecules 2025 dataset
Level of theory: ωB97M-V/def2-TZVPD

```
59
Properties=species:S:1:pos:R:3
C 2.324 -7.692 -3.559
H 2.321 -7.204 -4.535
H 1.757 -8.618 -3.591
H 3.359 -7.886 -3.268
O 1.685 -6.872 -2.592
C 2.222 -5.653 -2.417
O 3.185 -5.266 -3.041
C 1.493 -4.905 -1.397
C 0.394 -5.339 -0.661
C 0.042 -4.304 0.204
C 0.932 -3.273 -0.028
N 1.806 -3.638 -0.991
C 2.856 -2.793 -1.491
H 3.568 -3.400 -2.046
H 3.343 -2.296 -0.653
H 2.438 -2.031 -2.151
S 1.003 -1.681 0.748
O 2.344 -1.417 1.181
O -0.047 -1.635 1.725
N 0.710 -0.713 -0.593
C -0.681 -0.681 -0.992
C -1.506 0.290 -0.145
N -0.890 1.606 -0.187
C 0.457 1.536 0.352
C 1.292 0.614 -0.534
H 2.299 0.506 -0.132
H 1.339 1.005 -1.554
H 0.891 2.537 0.353
H 0.474 1.132 1.378
C -1.727 2.653 0.408
C -1.839 2.511 1.912
C -2.899 1.798 2.460
C -2.974 1.577 3.823
C -1.987 2.065 4.660
C -0.930 2.782 4.126
C -0.855 3.002 2.763
H -0.031 3.572 2.358
H -0.157 3.169 4.774
H -2.041 1.890 5.725
H -3.805 1.020 4.232
H -3.677 1.416 1.813
C -1.264 4.025 -0.037
C -1.639 5.158 0.676
C -1.251 6.416 0.252
C -0.488 6.561 -0.894
C -0.129 5.439 -1.622
C -0.520 4.181 -1.199
H -0.256 3.306 -1.772
H 0.454 5.544 -2.525
H -0.181 7.543 -1.222
H -1.547 7.287 0.818
H -2.240 5.054 1.568
H -2.728 2.506 -0.024
H -2.513 0.359 -0.564
H -1.569 -0.105 0.880
H -1.075 -1.694 -0.893
H -0.716 -0.380 -2.043
H -0.750 -4.285 0.923
H -0.076 -6.296 -0.755
```

Summary:
SMILES string ... COC(=O)c1ccc(S(=O)(=O)N2CCN(C(c3ccccc3)c3ccccc3)CC2)n1C
Multiplicity ... 1
Relative energy (zero: lowest compared OMol25 entry of this formula, charge and spin) ... 49.44 kcal/mol
Largest force on an atom ... 1.091 eV Å⁻¹

=====

Formula: C29H48Cl2N3O4SiYb
Source: the Open Molecules 2025 dataset
Level of theory: ωB97M-V/def2-TZVPD

```
88
Properties=species:S:1:pos:R:3
C 5.813 -0.240 -0.641
C 4.710 0.338 0.233
H 6.723 0.365 -0.554
H 5.471 -0.248 -1.678
H 6.102 -1.249 -0.318
C 5.016 1.398 1.111
C 6.263 2.190 1.078
H 4.544 1.426 2.096
H 6.597 2.651 0.133
H 7.074 1.533 1.412
H 6.182 3.002 1.810
Yb -1.672 1.084 -1.099
Cl -1.608 0.820 -3.618
C -1.034 -0.062 1.792
O -1.337 0.941 1.104
N -1.529 -0.162 3.011
C -2.322 0.972 3.449
C -1.314 -1.273 3.929
H -0.393 -0.843 1.366
H -2.701 1.488 2.565
H -1.706 1.680 4.013
H -3.146 0.638 4.075
H -0.985 -2.167 3.386
H -2.257 -1.486 4.447
H -0.559 -1.028 4.687
H -6.012 -1.887 -2.651
H -4.549 -3.751 -3.861
C -5.156 -1.214 -2.749
C -3.874 -2.899 -4.000
N -3.931 -1.994 -2.858
H -5.091 -0.527 -1.905
C -2.984 -1.897 -1.929
O -2.898 -0.905 -1.155
H -2.846 -3.236 -4.161
H -2.251 -2.724 -1.895
H -5.300 -0.674 -3.686
H -4.233 -2.350 -4.874
H 3.150 2.743 -1.231
H 3.205 3.446 1.545
C 2.274 3.411 -1.210
C 2.328 4.018 1.210
N 1.640 3.310 0.114
H 1.543 3.117 -1.972
C 0.298 3.139 0.217
O -0.474 3.045 -0.771
H 1.625 4.127 2.045
H -0.055 3.063 1.259
H 2.607 4.450 -1.375
H 2.668 5.008 0.864
O 3.303 0.265 -0.464
C 3.520 -0.602 0.625
C 2.310 0.869 2.298
C 2.797 -0.401 1.929
H 2.414 1.686 1.579
C 1.810 1.118 3.569
H 3.642 -1.633 0.256
C 2.757 -1.420 2.906
H 1.422 2.108 3.832
C 1.786 0.106 4.532
C 2.245 -1.165 4.183
H 3.170 -2.403 2.684
H 1.421 0.296 5.556
H 2.198 -1.976 4.921
Si 0.976 -0.088 -3.813
Cl 0.060 -0.579 -0.733
C 0.849 1.337 -4.992
C 0.044 -1.715 -4.285
C 2.789 -0.484 -3.661
H 0.685 2.304 -4.490
H 0.035 1.150 -5.701
H 1.800 1.366 -5.528
H 3.420 0.366 -3.357
H 3.087 -0.755 -4.690
H 3.040 -1.329 -3.006
H -0.203 -2.346 -3.411
H 0.723 -2.283 -4.942
H -0.879 -1.493 -4.835
C 0.643 -5.036 0.931
C -0.609 -4.481 1.225
C -0.943 -3.191 0.724
C 0.061 -2.491 0.071
C 1.246 -3.072 -0.337
C 1.562 -4.365 0.120
H 0.910 -6.028 1.324
H -1.322 -5.051 1.814
H -1.952 -2.775 0.847
H 1.911 -2.539 -1.012
H 2.520 -4.794 -0.180
```

Summary:
Multiplicity ... 2
Relative energy (zero: lowest compared OMol25 entry of this formula, charge and spin) ... 159.55 kcal/mol
Largest force on an atom ... 3.970 eV Å⁻¹

=====

Formula: C2F3I
Source: the Open Molecules 2025 dataset
Level of theory: ωB97M-V/def2-TZVPD

```
6
Properties=species:S:1:pos:R:3
C 0.925 0.836 -0.199
C -0.927 -1.372 0.478
F 1.094 1.813 -1.148
F 1.177 1.426 0.920
F -1.921 -2.180 0.508
I -1.571 0.482 -0.152
```

Summary:
Multiplicity ... 1
Relative energy (zero: lowest compared OMol25 entry of this formula, charge and spin) ... 98.56 kcal/mol
Largest force on an atom ... 2.307 eV Å⁻¹

=====

Formula: C8H19N2O2S
Source: the Open Molecules 2025 dataset
Level of theory: ωB97M-V/def2-TZVPD

```
32
Properties=species:S:1:pos:R:3
C -1.721 -0.128 1.823
C 0.231 -1.670 2.152
C 0.477 0.861 1.854
C -0.627 1.534 -1.321
C 0.286 -0.514 -2.458
C -2.057 -0.523 -1.471
C -0.252 -0.396 1.395
C -0.609 0.056 -1.292
N 2.703 -0.494 -0.640
N -0.011 -0.617 -0.085
O 4.172 1.272 -1.669
O 3.308 1.759 0.602
S 3.315 0.827 -0.556
H -1.635 0.176 2.902
H -2.314 0.589 1.107
H -2.320 -1.059 1.831
H 1.346 -1.584 2.178
H -0.012 -2.579 1.713
H -0.228 -1.743 3.198
H 0.000 1.639 1.260
H 0.516 0.957 3.039
H 1.464 0.771 1.518
H 0.458 1.818 -1.372
H -1.006 1.941 -2.259
H -1.187 2.061 -0.454
H 0.639 -1.488 -2.222
H 1.269 0.050 -2.611
H -0.232 -0.662 -3.367
H -2.352 -0.364 -2.471
H -1.905 -1.593 -1.432
H -2.737 -0.221 -0.720
H 1.020 -0.676 -0.172
```

Summary:
Total charge ... -1
Multiplicity ... 1
Relative energy (zero: lowest compared OMol25 entry of this formula, charge and spin) ... 0.00 kcal/mol
Largest force on an atom ... 2.875 eV Å⁻¹

=====

Formula: C7H16F6N5O6PPtS3
Source: the Open Molecules 2025 dataset
Level of theory: ωB97M-V/def2-TZVPD

```
45
Properties=species:S:1:pos:R:3
Pt 0.290 0.190 0.229
F -1.945 -0.683 -4.701
C -1.126 0.251 -4.340
F -1.707 1.404 -4.158
F -0.067 0.330 -5.089
S -0.523 -0.194 -2.560
O 0.507 0.759 -2.112
O -1.640 -0.278 -1.662
N 0.174 -1.692 -2.705
S 1.660 -1.974 -1.961
O 1.605 -1.478 -0.572
O 2.648 -1.457 -2.835
C 1.644 -3.856 -1.886
F 2.726 -4.173 -1.217
F 1.654 -4.297 -3.104
F 0.549 -4.202 -1.236
N -3.495 -1.776 1.986
C -2.382 -1.701 3.008
P -0.728 -1.665 2.186
O 0.053 -0.359 2.373
O -0.976 -1.890 0.713
C 0.216 -2.993 3.051
N 1.616 -2.590 3.442
H -4.024 -0.902 1.926
H -4.172 -2.510 2.222
H -3.109 -1.980 1.052
H -2.476 -2.571 3.656
H -2.516 -0.813 3.626
H 0.274 -3.873 2.409
H -0.294 -3.283 3.970
H 2.001 -3.249 4.130
H 1.642 -1.653 3.859
H 2.259 -2.586 2.646
S 1.651 2.128 0.607
C 1.021 3.653 -0.068
N 0.604 4.637 0.678
C 0.405 5.872 -0.154
C 0.796 5.383 -1.573
N 1.122 3.939 -1.338
H 0.528 4.622 1.685
H 1.056 6.659 0.214
H -0.629 6.196 -0.082
H 1.669 5.891 -1.973
H -0.019 5.456 -2.288
H 1.458 3.309 -2.054
```

Summary:
Total charge ... +4
Multiplicity ... 5
DFT total energy ... -3254.28806 a.u.
Largest force on an atom ... 0.924 eV Å⁻¹

=====

> Which of these has the highest largest force on an atom?

C29H48Cl2N3O4SiYb

=====

> Which of these has the highest largest force on an atom?

C29H48Cl2N3O4SiYb

=====

> multiplicity of number 5 (C7H16F6N5O6PPtS3)?

5